# 1
Density functional theory data (ωB97M-V/def2-TZVPD) for C27H46Cl2Cu2N4O as an isolated structure at a distorted geometry.

Geometry as XYZ:
```
82
C27H46Cl2Cu2N4O ωB97M-V/def2-TZVPD
H -12.8271 -22.5954 16.6583
C -24.1418 -26.8132 9.8689
H -25.7801 -18.3627 10.2541
H -27.5315 -21.1369 9.9099
C -23.6072 -25.4295 10.1746
H -25.2029 -18.3904 8.5537
H -19.2975 -21.3441 10.5044
C -23.5052 -27.5598 8.6583
H -25.9629 -23.4507 12.3336
C -27.0360 -23.6471 12.2055
C -18.6872 -22.1738 10.8339
C -23.7865 -20.5711 7.6383
Cu -20.6699 -24.3214 12.4138
C -16.5904 -22.6430 14.6711
H -25.9192 -21.2778 8.0525
N -14.4958 -23.1979 15.6835
H -26.6998 -22.5614 9.7302
C -25.6516 -20.9822 10.8976
C -16.1421 -23.1545 13.4375
H -18.9083 -23.2224 8.0062
H -18.0722 -21.2861 12.6287
C -14.8600 -23.7384 13.4186
C -23.4990 -19.9693 10.0138
N -23.4586 -23.9628 8.0075
H -19.9022 -24.4129 8.8046
Cu -21.1532 -21.1586 12.8164
C -14.0702 -23.7491 14.5266
H -28.6764 -22.4798 11.3931
C -22.7767 -20.0343 8.6619
Cl -23.3718 -25.5286 14.0009
C -16.9948 -23.1776 12.2223
H -25.2095 -26.6065 9.7636
H -21.9571 -20.7468 8.7815
C -23.4072 -23.7707 14.3960
N -18.6644 -23.2193 9.9953
C -27.6429 -22.3407 11.7144
C -19.5939 -23.3714 8.8445
H -13.4026 -24.2683 17.1114
H -23.3437 -18.9666 10.4153
H -27.2227 -24.5248 11.5887
H -17.5651 -22.1805 14.6840
H -22.5318 -22.4347 10.8220
C -13.6734 -23.2328 16.9122
C -25.6345 -18.9710 9.3621
H -24.0848 -27.3933 10.7910
H -20.4487 -22.7092 8.7804
H -22.4853 -23.4895 14.9075
H -23.9683 -28.5331 8.5311
C -26.9041 -21.8143 10.4993
C -23.5202 -24.5702 8.9820
H -22.4229 -27.6411 8.7839
H -25.4698 -23.9121 14.9827
H -24.6692 -22.3244 15.4317
H -23.5702 -26.9857 7.7330
H -24.2856 -24.7813 10.7432
H -14.2469 -22.8675 17.7579
H -23.5865 -23.2981 13.4282
H -13.0813 -24.1881 14.5540
H -18.0404 -25.2093 9.6861
C -15.7540 -22.7142 15.7763
H -24.8935 -21.6607 11.2890
O -21.6431 -22.6603 11.1129
H -14.4622 -24.2921 12.5775
C -24.9184 -21.1923 8.4610
H -27.3497 -23.9283 13.2125
H -24.5654 -22.0956 8.9552
H -16.5941 -25.2132 11.6921
C -17.9448 -24.3255 10.3013
H -24.0824 -19.7861 6.9426
C -17.8724 -22.1089 11.9562
C -24.5677 -23.4009 15.3110
H -16.0768 -22.1479 16.6394
C -17.0746 -24.2961 11.3768
H -23.2446 -20.6116 10.8653
N -24.9732 -20.2915 9.7164
H -27.6999 -21.6387 12.5476
H -22.3519 -19.0644 8.4177
H -25.9183 -20.1221 11.5082
H -23.2951 -21.2798 6.9728
H -26.6460 -19.2959 9.1121
H -22.6240 -25.3619 10.6460
Cl -24.2680 -23.9875 16.9626
```

Output
* net charge: +4
* LUMO: -13.18 eV
* HOMO: -18.85 eV
* molar mass: 640.69 g mol⁻¹
* orbital gap: 5.668 eV
* electronic energy: -5550.44542 hartree

***

# 2
Density functional theory data (ωB97M-V/def2-TZVPD) for C27H46CrN2O4PSSb2 as an isolated structure.

Geometry as XYZ:
```
84
C27H46CrN2O4PSSb2 ωB97M-V/def2-TZVPD
H -3.7171 0.2962 -3.5319
H 1.4490 2.4132 4.1211
C -2.7156 0.2896 -3.1028
H 5.5731 -3.7160 0.4808
H -0.6722 0.2658 -3.7480
H 0.8418 0.9657 4.9708
C 0.5640 1.8290 4.3678
H 3.7163 0.9749 -1.7958
N -2.6925 -0.8699 -2.1852
C 1.5795 6.2473 2.9718
S -0.8162 0.2725 -0.7156
O -2.9610 -3.7574 0.7783
C 0.9888 4.5466 1.3456
H 0.2451 -2.7588 1.5595
C -4.9466 -4.6703 -3.7079
H -2.0389 3.2068 2.1227
H 4.6316 1.8217 1.2270
C -1.6669 0.2136 -4.1994
H -3.0525 -4.6404 -4.7226
H -5.4457 -3.7978 -0.4685
H 2.6655 5.8684 1.1686
H -6.6847 -4.6328 -2.4488
O 1.8281 -1.6771 -0.4625
H 3.4885 2.2766 2.5136
H -1.4205 -2.0379 0.4942
H 4.0148 3.4865 1.3320
H 2.0456 -2.9260 -2.1040
H 4.6589 -0.4684 2.2797
P 2.9426 -2.4068 0.5751
H -1.7771 1.1183 -4.8014
Sb 2.1678 1.9640 0.1647
C -2.8464 -3.2450 -0.2988
H -0.1297 2.4571 4.9239
H 2.2377 7.0467 3.2855
C -5.6237 -4.4330 -2.5182
H 3.2050 -0.1297 3.2645
H 0.8522 -1.8895 2.9722
C -3.5799 -4.4304 -3.8012
C -2.2273 0.4576 3.3275
C -4.9368 -3.9567 -1.4110
H 2.4915 2.0575 -2.4971
C -3.5749 -3.6929 -1.5145
C 0.4713 5.9082 3.7323
C 3.1946 1.9222 -1.6781
H 0.4259 3.8342 -0.6413
H -2.8879 0.2377 2.4905
C -1.9007 -1.0150 -1.1511
H -1.6209 -1.9422 -4.5198
H -2.6656 1.2409 3.9443
H -5.4833 -5.0556 -4.5654
H 2.0617 4.4618 -0.5081
C 3.7661 2.4350 1.4737
H -3.3189 -1.6382 -2.3963
C -0.1158 4.1884 2.1255
H -0.8443 -1.7475 2.5354
H 0.6931 -3.3494 -1.0078
C -0.3656 4.8901 3.3016
H -2.7934 -1.0919 -5.5248
C 1.2450 -2.5371 -1.4785
Cr 0.8458 -0.3713 0.8723
C 0.1634 -1.8223 2.1270
H 0.2498 6.4423 4.6470
C -2.8924 -3.9333 -2.7052
C 1.2917 3.8970 0.0196
H -2.0823 -0.4398 3.9250
C 1.8215 5.5745 1.7839
H -1.1086 2.9115 0.6609
H -1.8236 -3.7558 -2.7669
Sb -0.3939 1.1988 2.5932
O 2.8303 -0.9856 1.4374
H 4.7190 -4.0351 -1.0560
H 0.5859 -1.9118 -2.0714
H -2.6096 1.1897 -2.5023
C -1.0300 3.0594 1.7363
H 3.7947 -1.7974 3.1064
C -1.7968 -1.0216 -5.0823
O 4.3201 -2.1648 -0.1743
H 3.9103 2.7429 -1.6636
C 5.2199 -3.2829 -0.4514
H 6.0496 -2.8591 -1.0037
H -1.0793 -0.9994 -5.9017
H -1.2444 4.6394 3.8870
N -1.9538 -2.1186 -0.3620
C 3.6902 -0.8374 2.6010
```

Output
* net charge: +2
* LUMO (spin up / spin down): -6.28 / -5.74 eV
* HOMO (spin up / spin down): -13.19 / -13.17 eV
* molar mass: 821.23 g mol⁻¹
* multiplicity: 2
* orbital gap (spin up / spin down): 6.912 / 7.434 eV
* energy above the lowest of the compared OMol25 structures with the same formula, charge and spin: 23.3 kJ/mol
* electronic energy: -3730.88141 hartree

***

# 3
Density functional theory data (ωB97M-V/def2-TZVPD) for C27H47CoNOP as an isolated structure at a distorted geometry.

Geometry as XYZ:
```
78
C27H47CoNOP ωB97M-V/def2-TZVPD
C -2.0728 -2.0747 -0.0220
H 2.2504 0.1259 4.4467
H 5.1506 0.3452 0.2511
H -3.6819 -0.8010 2.3824
C -5.2359 0.6534 -3.6668
C 2.0002 -0.3749 3.4969
H -1.6207 2.6669 -2.6610
H -4.0395 -1.2750 -2.6166
C -3.0732 0.0436 2.0491
H -4.6274 1.5797 1.5952
H -6.5269 2.3060 -1.6221
H -4.3233 -2.0684 -0.0955
C 1.3251 -2.8104 1.4956
C -3.5779 1.2793 1.5820
H -1.8514 -2.5536 0.9244
C 4.6374 0.0985 -0.6876
H 1.4190 0.3677 -1.9928
C 3.1551 0.5085 -0.6814
H 4.7133 1.1896 2.0108
C -1.2664 1.4012 1.5030
H 0.4219 -2.6889 0.8879
H 3.8170 -2.3516 2.6082
C -3.3565 -1.8702 -0.5713
H -1.4022 -1.1644 -3.2190
H -4.3981 0.3497 -4.3102
C -1.6473 0.0781 2.0170
H -5.8119 -0.2457 -3.3895
H 1.1248 -2.4021 2.4918
H 2.6862 -3.8166 -0.5376
C -1.0851 -1.7639 -1.0554
H 4.8009 -0.9642 -0.8988
C -3.2085 -1.4302 -1.9182
H 2.2772 2.4934 1.6255
C -3.7166 2.3498 -2.5328
H -2.1023 1.0480 -3.2886
H -5.3439 1.7559 -0.4075
H 3.7559 2.4077 0.2470
H 2.6241 -0.9031 -2.2884
H 4.6760 -0.5077 2.5541
C 3.0938 2.0331 -0.5460
H 1.0967 1.9048 2.8166
H -0.2853 1.8575 1.5845
C 2.6677 0.4439 2.3859
H 2.9596 0.7634 -2.8011
H -0.9623 -0.6510 2.4506
C 2.4939 0.1469 -2.0194
H 2.0650 2.3712 -0.3811
H 3.4359 2.4735 -1.4945
C -1.8382 -1.3682 -2.2363
C 4.1876 0.4663 2.6424
C -4.8248 1.4159 -2.4691
H 1.8069 -2.4531 -1.2572
H 2.7261 2.3575 3.3324
H 4.7146 -2.1059 1.0780
H 1.5332 -3.8855 1.6151
C -2.4985 2.0957 1.1859
H -5.9177 1.2688 -4.2879
H 5.1338 0.6764 -1.4845
Co -0.9640 0.1049 -0.1417
C 2.6586 -2.7199 -0.6224
C 2.5299 -2.1597 0.7967
C -2.2610 1.7850 -2.4830
H 4.3154 0.7906 3.6856
H -3.8077 2.9090 -3.4868
H 3.9455 -3.6533 1.4311
H 3.5950 -2.4104 -1.1070
H 2.3708 -1.4058 3.5613
C 3.8250 -2.5611 1.5327
H -2.5766 3.1093 0.7901
H -6.3723 0.5732 -1.2674
H -3.8269 3.0724 -1.7055
H -0.0790 -2.1604 -1.0977
H 0.9089 -0.3652 3.3817
N 0.6831 -0.0837 0.3009
P 2.2227 -0.3026 0.7070
O -1.9720 1.2912 -1.2437
C 2.1523 1.8861 2.5229
C -5.8017 1.5083 -1.3745
```

Output
* net charge: -2
* LUMO (spin up / spin down): 4.35 / 4.34 eV
* HOMO (spin up / spin down): 0.64 / 0.59 eV
* molar mass: 491.59 g mol⁻¹
* multiplicity: 5
* orbital gap (spin up / spin down): 3.713 / 3.755 eV
* electronic energy: -2910.85688 hartree

***

# 4
Density functional theory data (ωB97M-V/def2-TZVPD) for C27H47N6PtSeSi4Te as an isolated structure.

Geometry as XYZ:
```
87
C27H47N6PtSeSi4Te ωB97M-V/def2-TZVPD
H 3.0176 2.7745 1.1650
Si -1.2674 3.8076 -2.5823
H 1.8865 5.2911 -1.8982
H 0.6027 0.7906 2.0631
H 0.3360 3.8534 -4.4734
H -1.4660 5.8783 -1.2099
H 2.2922 2.6379 -3.6482
C -3.1980 -4.8297 -1.6453
H 3.4930 5.0931 -1.1931
H 4.6695 -0.8398 -1.7290
C -0.8915 -4.0932 -1.0393
H -0.0242 4.9637 1.4116
Pt -0.1683 -1.2425 -0.0129
H 1.2755 2.3690 2.5083
H -0.8106 -4.5209 1.0841
H -1.6959 4.9051 0.8333
Si -0.0482 2.4679 -1.0850
H -2.7632 -0.8897 0.1889
H -1.3354 3.9706 -5.0429
C 2.4412 4.7970 -1.0986
H -0.8480 -5.9733 0.0689
N 3.8264 -2.3633 5.0272
C -4.3338 -2.4350 -0.7309
H -0.1587 1.7531 3.3449
H -4.5348 -5.2600 0.0343
C -2.4649 1.7774 1.2955
H -3.1553 2.2044 -2.4306
H -1.1681 -2.8669 4.8878
H 2.8471 1.1593 0.4666
N 0.1524 -1.9256 1.9608
Si 2.2520 2.9378 -1.1893
C 4.0526 -0.9877 -0.8523
C -0.6795 3.4731 -4.3207
N 5.4965 -1.7572 3.1305
C -3.0563 3.2935 -2.3896
H -1.3370 4.5849 2.5358
H -3.6813 3.7223 -3.1815
C 2.6667 -0.9089 -0.9726
C -2.8484 -2.6350 -0.5996
C 2.9142 2.2984 -2.8152
H -4.6264 -2.4679 -1.7796
C 1.8719 -2.1680 3.5870
H 5.6775 -1.2634 0.5201
C -0.4662 -4.9545 0.1426
H -4.3829 -6.5556 -1.1522
C 4.2351 -1.7707 2.8073
C 3.1772 2.1837 0.2590
C 2.3867 -1.4420 1.2551
H -2.5675 -5.4130 -2.3127
H -3.9618 -4.3712 -2.2662
C 1.4453 -1.8522 2.3105
C -1.1363 5.6382 -2.2254
H 2.9256 1.2035 -2.8388
C -0.4008 -2.5878 4.1778
H -1.7748 -2.3122 2.5284
C 3.7514 -1.4635 1.4601
C -0.9777 4.4347 1.5108
H -0.6772 2.4021 -4.5488
Si -0.7962 2.6148 1.1236
C 4.6033 -1.2351 0.3742
H -1.7713 6.1953 -2.9236
H 2.0737 5.1810 -0.1414
H -4.6144 -1.4626 -0.3361
Se 5.5793 -2.1833 4.8475
N -2.3298 -3.7868 -1.0639
H 3.9384 2.6509 -2.9881
H 4.2561 2.1592 0.0631
H -4.8947 -3.1999 -0.1990
H -2.3374 0.6945 1.2161
H -3.0762 -6.2516 -0.0059
C 3.3081 -2.1064 3.8606
C -3.8345 -5.7719 -0.6263
H 1.2442 -2.7909 5.5433
C 0.3458 1.8100 2.3726
H 0.6255 -5.0105 0.1724
H -2.9065 1.9908 2.2764
H -3.1698 2.1026 0.5238
C 0.9201 -2.5444 4.5395
N -2.1642 -1.6629 -0.0494
N 1.8540 -1.0970 0.0644
H -0.6379 -4.5874 -1.9762
Te -0.5166 0.2046 -2.1441
H -0.3543 -3.1424 -1.0149
C -0.7485 -2.2758 2.8672
H -3.4523 3.6378 -1.4272
H -0.1156 6.0093 -2.3414
H 2.1850 -0.6570 -1.9082
```

Output
* net charge: +1
* LUMO: -3.50 eV
* HOMO: -9.35 eV
* molar mass: 969.70 g mol⁻¹
* orbital gap: 5.844 eV
* electronic energy: -5332.31606 hartree

***

# 5
Density functional theory data (ωB97M-V/def2-TZVPD) for C27H48AlBr5Cl2FLiMgN4O13PS as an isolated structure at a distorted geometry.

Geometry as XYZ:
```
105
C27H48AlBr5Cl2FLiMgN4O13PS ωB97M-V/def2-TZVPD
C 1.0097 1.7409 -1.7262
Mg -3.3194 -0.4616 -1.0540
C -4.1461 0.9627 2.3443
H 1.8232 -2.5760 1.1676
N 0.9882 5.5092 1.2102
H -2.6202 3.5634 4.3578
C -1.6727 5.0689 0.3478
O 0.1568 -6.6571 5.6880
H -0.4783 0.9301 -3.0185
C 5.3878 -4.4913 -7.5643
C 1.0322 -0.1347 -5.7305
H 6.2554 -2.5017 -2.0591
Br 2.9207 -0.1440 -5.9977
H -5.1646 6.5338 3.9881
O 6.4796 -3.6124 -4.3960
C 6.7743 -1.5743 -1.8516
Cl 5.8902 -0.2424 -2.6228
O 0.1558 -6.3082 0.7907
Br 0.4205 1.6415 -5.3041
O 1.5193 -4.6196 0.2806
C -0.8315 5.9372 -0.3399
C -1.2370 1.2455 4.7298
C -1.4713 2.2425 -1.5671
H 1.0157 2.4969 -0.9265
C 1.6925 -0.4601 -0.5228
H -1.9098 5.0373 3.7423
H -3.9952 -3.3389 2.0407
H 0.7489 -0.2074 -0.0154
Br -4.6030 -5.2470 0.4272
H -4.3918 1.4643 1.3963
H 0.5659 -0.4365 -6.6691
H -0.5860 0.2245 -1.4102
H 7.0545 -3.1056 -7.5156
H 3.3925 -0.7872 3.1219
C -0.4086 1.1669 -1.9444
O -4.1402 5.7547 1.8369
H -2.6962 4.8870 0.0414
C 2.9089 -1.7471 2.9327
H -0.5208 2.0724 0.7968
N -1.9404 3.5395 2.3115
H -3.0114 2.6775 -0.1412
P -4.1875 4.9502 3.0693
O 4.0128 -3.5719 -4.6916
O -4.3941 -3.2916 1.1501
H 2.2363 -1.9956 3.7618
C -2.1277 0.5401 3.6987
H 2.4289 0.3044 -2.4876
H -4.4685 -1.0500 3.0198
O 5.4695 -2.5043 -6.3458
H -0.5685 1.9632 4.2334
H -4.9605 1.2360 3.0213
H 7.7767 -1.6065 -2.2611
H -1.8292 1.7995 5.4606
O 5.4410 -4.9082 -6.1912
H -0.5277 -7.2799 5.4207
Br 0.3870 -1.4805 -4.4174
Cl 6.8739 -1.3506 -0.1024
O -5.3434 3.8382 2.8903
S 5.3307 -3.6430 -5.2242
H 4.3425 -4.4926 -7.8800
O -6.6417 -2.9154 1.2474
H -2.8452 0.9584 -0.4543
H -2.8214 -0.0689 4.2836
N -1.4711 1.7265 0.9027
H 2.9456 0.2694 1.0380
H -0.5857 0.5296 5.2321
H -0.9744 3.2113 -1.5035
H 1.1049 6.8209 -0.3769
N -2.8831 1.5219 2.9272
H 5.9543 -5.1754 -8.1895
H 2.9605 1.1744 -1.0728
H 5.6499 -2.5092 -8.4260
C 5.9646 -3.0913 -7.5645
H 1.5147 -1.3728 -1.1073
Al -0.3999 -3.8154 3.7666
O -4.5242 5.8750 4.3102
C -2.0781 2.2740 2.0361
C 2.7263 -0.7100 0.5961
C 0.1640 4.6950 1.8478
C -1.1507 4.4335 1.4782
H 0.5481 4.1977 2.7433
C 2.0912 0.6651 -1.5070
C -5.5775 -2.4328 1.1582
O 0.3655 -4.4693 2.1228
C -2.2716 1.8857 -0.3311
H 3.5931 -1.1961 0.1425
F -1.2891 -0.2371 2.9235
C 0.6900 -5.1776 1.0247
H -6.1842 -0.3415 1.1466
C 2.0532 -1.6181 1.6468
Br -1.1594 -1.2912 -6.2246
Li 0.9673 -7.9167 2.0007
H -2.1890 2.3320 -2.3966
H -5.2618 3.4619 2.0066
H 3.6233 -2.5536 2.7608
H 1.2677 2.2997 -2.6344
H 1.0730 -1.1692 1.8906
C 0.4632 6.1176 0.1506
H -1.1889 6.4686 -1.2131
C -5.2895 -0.9537 1.0394
H 0.8678 -7.2187 6.0176
H -4.7919 -0.8437 0.0208
C -4.1631 -0.5720 2.0844
C -2.5616 4.1993 3.4762
H -3.2258 -0.9680 1.6792
```

Output
* net charge: +3
* LUMO: -10.88 eV
* HOMO: -13.02 eV
* molar mass: 1247.39 g mol⁻¹
* orbital gap: 2.137 eV
* electronic energy: -17333.48554 hartree